This record from OMol25 describes a cluster of 4 separate species, C16H34INO6PS4 in total at a distorted geometry. The level of theory is ωB97M-V/def2-TZVPD.

As for the total charge: +1. As for the LUMO energy: -0.1490 hartree. Its HOMO energy is -10.45 eV. As for the spin multiplicity: 1.

Cartesian coordinates (Å):
C 1.9783 -1.7558 3.2313
C 2.0710 -1.3781 1.7591
I 2.6927 -3.1218 0.6384
C 0.7431 -0.9322 1.1643
C 0.2348 0.3937 1.6896
C -0.9523 0.4358 2.4122
P -2.0041 -1.0405 2.8699
O -2.5515 -1.5986 1.4464
O -3.3208 -0.2746 3.4858
N -1.4066 1.6001 2.8939
C -0.7723 2.7553 2.6950
C 0.4015 2.8277 1.9576
C 1.0183 4.2052 1.8109
C 1.4361 4.6631 0.3962
O 2.8405 4.7305 0.2205
C 0.9019 1.6140 1.4511
S 2.4134 1.5918 0.5196
H 2.9517 -2.1105 3.5514
H 1.7652 -0.8529 3.8095
H 1.2272 -2.5178 3.4071
H 2.8774 -0.6770 1.6282
H 0.0226 -1.7154 1.3922
H 0.7686 -0.8657 0.0781
H -2.6466 -0.8806 0.7858
H -4.0225 -0.2895 2.8173
H -2.2666 1.6108 3.4356
H -1.1996 3.6487 3.1208
H 1.8246 4.3392 2.5283
H 0.2425 4.8992 2.1315
H 1.0073 4.0258 -0.3763
H 1.1105 5.6928 0.2891
H 3.2762 4.1414 0.8389
H 1.9561 1.5679 -0.7446
C -2.9985 3.3261 -0.5739
S -2.7314 1.8060 -1.4878
O -2.4407 0.7385 -0.4819
C -1.1560 2.2726 -2.2022
H -3.9246 3.2236 -0.0116
H -2.1641 3.4935 0.1101
H -3.0881 4.1560 -1.2738
H -0.4481 2.5076 -1.4057
H -1.2976 3.1341 -2.8541
H -0.7884 1.4302 -2.7847
C -3.1386 -4.0563 -0.5696
S -2.1594 -5.4114 -1.2144
O -2.0469 -5.2117 -2.6818
C -3.3555 -6.7246 -0.9594
H -2.5462 -3.1532 -0.6899
H -4.0744 -3.9629 -1.1218
H -3.3375 -4.2245 0.4888
H -4.2699 -6.5001 -1.5088
H -3.5653 -6.8256 0.1057
H -2.9177 -7.6464 -1.3345
C 2.9390 -1.6995 -4.0694
S 3.7600 -0.9276 -2.6760
O 2.7538 -0.0274 -2.0256
C 4.8492 0.1241 -3.6372
H 2.1784 -2.3734 -3.6801
H 2.4728 -0.9348 -4.6906
H 3.6690 -2.2664 -4.6461
H 4.2586 0.7700 -4.2869
H 5.5206 -0.4987 -4.2272
H 5.4292 0.7302 -2.9445